Entry 1:
{"formula": "C16H18BrCl9F7IN2O3P", "method": "the ωB97M-V functional and the def2-TZVPD basis", "elements": ["C", "C", "C", "Br", "C", "C", "I", "N", "N", "C", "F", "F", "C", "F", "F", "C", "F", "F", "F", "C", "C", "C", "O", "Cl", "C", "P", "O", "O", "H", "H", "H", "H", "H", "H", "H", "H", "H", "H", "C", "Cl", "Cl", "H", "H", "C", "Cl", "Cl", "H", "H", "C", "Cl", "Cl", "H", "H", "C", "Cl", "Cl", "H", "H"], "coordinates": [[-0.23701, 4.00538, -4.07968], [0.36166, 2.61173, -3.92119], [1.77080, 2.51985, -3.27284], [2.42817, 4.10790, -2.36678], [1.91944, 1.36452, -2.31972], [2.82111, 0.30223, -2.64101], [3.97950, 0.21463, -4.36224], [2.97684, -0.73735, -1.87774], [2.31648, -0.77920, -0.73654], [2.60020, -2.05224, 0.00633], [3.67072, -2.60067, -0.49878], [2.83534, -1.75833, 1.28111], [1.39571, -3.05492, -0.15544], [1.66806, -3.86101, -1.17773], [0.28169, -2.36438, -0.44512], [1.13802, -3.93961, 1.09423], [2.27244, -4.46618, 1.52499], [0.29163, -4.90641, 0.76926], [0.58946, -3.20048, 2.06506], [1.46263, 0.16607, -0.30275], [0.86742, 0.10298, 1.07975], [1.76545, 0.93999, 1.99951], [2.86338, 1.30584, 1.71320], [1.01940, 1.29915, 3.53628], [1.19730, 1.25468, -1.13545], [-0.13815, 2.60632, -0.79796], [0.17149, 2.94293, 0.75510], [-1.43762, 1.60819, -0.66591], [0.40051, 4.63460, -4.70113], [-1.18867, 3.88594, -4.60135], [-0.44099, 4.47323, -3.11824], [-0.34094, 1.97730, -3.36817], [0.44744, 2.15373, -4.91144], [2.48312, 2.38308, -4.07732], [-0.13563, 0.52340, 1.07439], [0.80584, -0.88045, 1.52953], [-0.38576, 2.50409, 1.41184], [-1.32514, 0.67283, -0.86400], [-3.22854, -3.59485, -0.04576], [-4.27504, -3.99052, -1.40131], [-2.83001, -1.86144, 0.00032], [-3.73838, -3.84105, 0.87765], [-2.30499, -4.15258, -0.14467], [-3.65977, 2.69636, -7.13180], [-4.51914, 3.45522, -5.79002], [-1.90751, 2.93577, -7.00963], [-3.85962, 1.63230, -7.11319], [-3.99750, 3.14058, -8.05982], [0.46749, -3.14215, 5.83312], [1.24336, -1.56493, 5.59918], [-0.89700, -3.03976, 6.94444], [0.09840, -3.48972, 4.87689], [1.20097, -3.82751, 6.24037], [-2.06458, 0.46955, 8.54851], [-3.10247, 1.21613, 7.32360], [-2.73332, 0.61558, 10.17425], [-1.96207, -0.58147, 8.31004], [-1.10164, 0.96516, 8.52579]], "spin_multiplicity": 1, "energy_ha": -9009.32885, "homo_energy_ev": -12.33, "total_charge": 1, "lumo_energy_ev": -5.16, "homo_lumo_gap_ha": 0.2633}

=====

Entry 2:
{"formula": "C16H18Cl2PdS", "method": "the ωB97M-V functional and the def2-TZVPD basis", "elements": ["Pd", "C", "C", "C", "C", "C", "C", "C", "C", "C", "C", "H", "H", "H", "H", "H", "H", "H", "H", "H", "H", "H", "H", "H", "H", "H", "Cl", "C", "C", "C", "C", "C", "Cl", "C", "S", "H", "H", "H"], "coordinates": [[0.13298, -0.00841, 0.16207], [-1.86826, 1.03521, 0.92640], [-0.92877, 0.90139, 2.00650], [-0.72999, -0.47688, 2.24103], [-1.53871, -1.20113, 1.30399], [-2.24941, -0.26069, 0.50872], [-3.23397, -0.54245, -0.58124], [-1.64369, -2.69065, 1.25782], [0.09033, -1.07448, 3.34410], [-0.31942, 2.00016, 2.81694], [-2.41663, 2.30199, 0.35364], [-4.20790, -0.10940, -0.33971], [-3.37710, -1.61099, -0.73111], [-2.92535, -0.11361, -1.53794], [-2.19002, -3.06501, 2.12868], [-0.65924, -3.15869, 1.26568], [-2.16628, -3.03366, 0.36649], [1.13729, -1.20535, 3.06543], [-0.29645, -2.05372, 3.62841], [0.06542, -0.43865, 4.23043], [-0.74007, 2.01361, 3.82646], [-0.49630, 2.97752, 2.37182], [0.75890, 1.87445, 2.91139], [-3.50246, 2.33739, 0.47690], [-2.21231, 2.38859, -0.71547], [-1.99847, 3.18103, 0.84011], [0.14089, -0.01148, -2.32612], [1.85483, -0.00202, -2.72246], [2.14650, 0.00197, -4.07493], [3.46676, 0.00761, -4.47626], [4.46444, 0.00863, -3.51308], [4.13786, 0.00454, -2.17036], [5.45675, 0.00543, -1.04056], [2.80909, -0.00064, -1.70196], [2.47179, -0.00559, 0.02039], [1.34113, 0.00043, -4.79742], [3.71774, 0.01086, -5.52797], [5.50812, 0.01269, -3.79679]], "spin_multiplicity": 3, "energy_ha": -2066.92658, "homo_energy_ev": [-6.92, -7.55], "lumo_energy_ev": [0.60, -0.96], "homo_lumo_gap_ha": [0.2766, 0.2423], "relative_energy_ev": 0.086}

=====

Entry 3:
{"formula": "C16H18Cl3N5O2S", "method": "the ωB97M-V functional and the def2-TZVPD basis", "elements": ["C", "C", "O", "N", "H", "C", "N", "C", "N", "C", "C", "N", "N", "C", "O", "C", "C", "C", "C", "C", "C", "H", "H", "H", "H", "H", "C", "H", "H", "H", "C", "H", "H", "H", "H", "S", "H", "H", "C", "Cl", "Cl", "Cl", "H", "H", "H"], "coordinates": [[2.27474, 2.84187, 2.42886], [2.28011, 1.66410, 1.48731], [1.40419, 1.45799, 0.67145], [3.35196, 0.84530, 1.66694], [4.05224, 1.11979, 2.33804], [3.68283, -0.30206, 0.84965], [2.52712, -0.93560, 0.31924], [2.18130, -2.20587, 0.68046], [0.96579, -2.63553, 0.28108], [-0.04606, -1.84225, -0.27290], [-0.01324, -1.02065, -1.36615], [-1.20279, -0.35498, -1.45929], [-2.05792, -0.87194, -0.49392], [-1.37199, -1.77660, 0.31376], [-1.83497, -2.35398, 1.27809], [-3.22576, -0.19759, -0.10474], [-4.30974, -0.93957, 0.35134], [-5.45936, -0.28744, 0.75719], [-5.54071, 1.09402, 0.69714], [-4.45518, 1.83009, 0.25211], [-3.29272, 1.19265, -0.14029], [-2.43130, 1.76596, -0.44951], [-4.50698, 2.90837, 0.22176], [-6.44396, 1.59764, 1.00661], [-6.29853, -0.86301, 1.11725], [-4.23180, -2.01286, 0.40347], [-1.73973, 0.14391, -2.69907], [-1.80151, -0.64247, -3.45874], [-1.10297, 0.94799, -3.06647], [-2.73862, 0.53672, -2.52277], [1.05789, -0.80850, -2.37330], [0.68300, -1.02361, -3.37332], [1.40562, 0.22355, -2.35656], [1.89580, -1.46716, -2.16738], [0.64849, -3.49366, 0.71514], [3.21000, -3.21046, 1.49080], [1.77626, -0.28821, 0.07522], [4.22361, -1.05180, 1.45700], [4.63152, 0.12829, -0.30302], [3.88198, 1.37973, -1.30811], [6.12890, 0.79011, 0.39193], [5.02314, -1.27195, -1.30956], [3.15066, 3.46242, 2.25242], [2.29103, 2.49689, 3.46000], [1.37767, 3.43037, 2.26084]], "smiles": "CC(=O)N[C@@H](NC(=S)Nc1c(C)n(C)n(-c2ccccc2)c1=O)C(Cl)(Cl)Cl", "spin_multiplicity": 1, "energy_ha": -2823.56534, "homo_energy_ev": -7.90, "lumo_energy_ev": 0.34, "homo_lumo_gap_ha": 0.3030}

=====

Entry 4:
{"formula": "C16H18ClF6N4O6PTi", "method": "the ωB97M-V functional and the def2-TZVPD basis", "elements": ["Ti", "Cl", "O", "O", "O", "O", "P", "F", "F", "F", "F", "F", "F", "N", "C", "C", "C", "C", "C", "H", "H", "H", "H", "H", "N", "C", "C", "C", "C", "C", "H", "H", "H", "H", "H", "N", "C", "C", "C", "C", "C", "H", "H", "H", "H", "H", "C", "N", "O", "O", "H", "H", "H"], "coordinates": [[-23.58735, -24.67841, 1.40913], [-20.20668, -26.10551, 2.41942], [-19.82186, -25.13685, 1.42047], [-21.66624, -26.11648, 2.54007], [-19.76017, -27.41321, 2.04182], [-19.66664, -25.73069, 3.70500], [-22.69322, -25.60309, -1.63657], [-23.18925, -26.54937, -2.83845], [-21.87887, -24.67899, -2.67639], [-24.01267, -24.67511, -1.88561], [-22.23028, -24.59447, -0.41508], [-23.54850, -26.42272, -0.50778], [-21.44905, -26.52205, -1.36967], [-25.06737, -26.10549, 2.41810], [-24.83234, -26.59732, 3.63911], [-25.78927, -27.23249, 4.39911], [-27.01111, -27.52399, 3.79968], [-27.19180, -27.16108, 2.47072], [-26.19807, -26.47999, 1.80866], [-23.87911, -26.32647, 4.07778], [-25.66828, -27.47210, 5.44522], [-27.81864, -27.97642, 4.36007], [-28.11999, -27.43348, 1.98395], [-26.32982, -26.26261, 0.75586], [-24.60385, -22.62527, 0.59726], [-25.45257, -22.50038, -0.40255], [-26.01517, -21.30323, -0.79782], [-25.70939, -20.16763, -0.06684], [-24.81723, -20.27768, 0.98440], [-24.26225, -21.51143, 1.24947], [-25.62231, -23.38295, -1.00803], [-26.70057, -21.24424, -1.63085], [-26.13085, -19.20558, -0.33294], [-24.62469, -19.38970, 1.56997], [-23.61782, -21.64282, 2.10831], [-23.75949, -23.78585, 3.54885], [-22.78206, -23.95691, 4.50321], [-22.76855, -23.22197, 5.65907], [-23.81070, -22.32888, 5.97438], [-24.86200, -22.23321, 5.03957], [-24.81975, -22.99822, 3.91353], [-21.92995, -24.57883, 4.26146], [-21.91706, -23.28635, 6.32894], [-23.76015, -21.70532, 6.85652], [-25.72340, -21.60529, 5.23446], [-25.62737, -22.92501, 3.18819], [-19.48187, -22.04327, 1.68939], [-20.85396, -22.11269, 1.10311], [-21.10344, -21.49111, 0.09554], [-21.62690, -22.83119, 1.69536], [-19.22266, -23.08593, 1.86432], [-19.52382, -21.43792, 2.58661], [-18.86862, -21.58677, 0.92068]], "spin_multiplicity": 4, "energy_ha": -3541.14284, "homo_energy_ev": [-1.60, -6.09], "total_charge": -1, "lumo_energy_ev": [2.31, 2.28], "homo_lumo_gap_ha": [0.1440, 0.3074]}